ORCA calculation (wB97M-V/def2-TZVPD) on a molecular structure, C23H58O2PtSSbSi3.

```
89
C23H58O2PtSSbSi3 | OMol25 | wB97M-V/def2-TZVPD
Pt 0.586 0.278 0.010
C 3.657 1.553 0.454
O 2.728 0.487 0.572
Si 2.537 -0.602 1.865
C 2.211 0.406 3.400
C 4.092 -1.593 2.135
C 1.063 -1.439 1.088
Si 0.046 -2.410 2.326
C -0.811 -1.265 3.556
C -1.161 -3.554 1.450
C 1.135 -3.511 3.393
Si 1.596 -2.514 -0.399
C 3.006 -1.741 -1.398
C 2.196 -4.237 0.054
C 0.195 -2.759 -1.638
H 4.671 1.181 0.608
H 3.444 2.340 1.180
H 3.579 1.966 -0.550
H 3.061 1.061 3.608
H 2.087 -0.236 4.275
H 1.317 1.022 3.303
H 4.865 -0.969 2.591
H 4.499 -2.018 1.218
H 3.901 -2.420 2.822
H -0.890 -0.242 3.180
H -0.215 -1.220 4.470
H -1.804 -1.615 3.842
H -1.657 -3.079 0.605
H -1.925 -3.925 2.137
H -0.630 -4.426 1.062
H 1.887 -2.938 3.943
H 1.644 -4.302 2.843
H 0.497 -3.988 4.142
H 3.955 -1.750 -0.863
H 2.830 -0.708 -1.689
H 3.137 -2.338 -2.306
H 3.006 -4.236 0.785
H 2.577 -4.701 -0.860
H 1.401 -4.875 0.438
H -0.279 -1.819 -1.919
H -0.588 -3.419 -1.263
H 0.602 -3.223 -2.542
C -4.001 -1.248 1.321
C -3.394 0.079 1.757
C -4.476 1.152 1.879
Sb -1.872 0.800 0.378
C -1.811 2.842 1.069
C -1.323 2.830 2.518
C -0.970 3.783 0.220
C -3.153 0.772 -1.369
C -2.734 -0.323 -2.342
C -3.342 2.127 -2.043
H -4.788 -1.528 2.027
H -3.273 -2.050 1.306
H -4.467 -1.186 0.337
H -2.912 -0.044 2.724
H -4.918 1.419 0.916
H -4.117 2.061 2.356
H -5.286 0.760 2.499
H -2.853 3.164 1.032
H -0.289 2.479 2.569
H -1.927 2.194 3.168
H -1.346 3.841 2.932
H 0.083 3.493 0.227
H -1.048 4.795 0.625
H -1.306 3.816 -0.821
H -4.113 0.489 -0.934
H -1.765 -0.104 -2.794
H -3.467 -0.408 -3.148
H -2.656 -1.299 -1.858
H -2.421 2.485 -2.507
H -3.690 2.891 -1.345
H -4.090 2.040 -2.835
C 0.753 0.434 -5.158
C 1.208 0.575 -3.713
S 0.241 1.785 -2.804
O 0.882 1.885 -1.414
C 0.749 3.318 -3.598
C 2.239 3.605 -3.524
H 1.306 -0.379 -5.627
H 0.939 1.336 -5.741
H -0.309 0.191 -5.219
H 2.261 0.834 -3.611
H 1.033 -0.348 -3.160
H 0.162 4.076 -3.075
H 0.376 3.273 -4.623
H 2.593 3.545 -2.496
H 2.426 4.612 -3.893
H 2.817 2.917 -4.140
```

Charge: +1



ORCA calculation (wB97M-V/def2-TZVPD) on 5 unconnected molecules or ions with the total composition C36H30F39NO8S.

```
115
C36H30F39NO8S | OMol25 | wB97M-V/def2-TZVPD
C -1.780 3.702 3.045
C -0.746 3.398 4.148
C 0.309 2.349 3.771
C 1.661 2.902 3.216
C 1.590 4.325 2.644
C 2.242 1.892 2.257
C 3.116 0.922 2.744
C 3.659 -0.061 1.917
S 4.793 -1.262 2.552
O 5.789 -0.634 3.364
O 5.166 -2.126 1.471
C 3.785 -2.397 3.648
F 2.752 -2.824 2.897
F 4.605 -3.427 3.906
C 3.181 -1.902 4.996
F 2.670 -3.007 5.583
F 2.166 -1.050 4.740
C 4.143 -1.246 6.034
F 4.321 0.053 5.752
F 5.324 -1.870 6.046
F 3.590 -1.334 7.251
C 3.384 -0.126 0.559
C 2.536 0.849 0.079
C 1.965 1.822 0.896
C 1.085 2.646 -0.009
O 0.071 3.203 0.247
N 1.600 2.468 -1.380
C 2.035 1.079 -1.305
O 1.858 0.273 -2.169
H -1.595 3.086 2.161
H -2.780 3.448 3.395
H -1.784 4.744 2.729
H -1.289 2.988 5.003
H -0.268 4.311 4.504
H -0.102 1.627 3.061
H 0.553 1.775 4.670
H 2.358 2.926 4.059
H 2.368 4.488 1.893
H 1.772 5.055 3.435
H 0.626 4.554 2.195
H 3.383 0.966 3.789
H 3.821 -0.882 -0.078
H 2.438 3.046 -1.452
F -2.062 -2.262 -2.259
C -1.367 -1.103 -2.212
F -1.928 -0.315 -1.268
C -1.413 -0.375 -3.558
F -2.679 -0.012 -3.850
F -0.680 0.751 -3.357
C -0.768 -1.082 -4.758
O -1.640 -1.754 -5.648
C -1.991 -3.058 -5.471
F -1.343 -3.626 -4.436
F -1.636 -3.740 -6.585
C -3.511 -3.203 -5.336
F -3.950 -2.513 -4.267
F -3.824 -4.508 -5.154
H -0.331 -1.310 -1.930
H -0.343 -0.278 -5.355
H 0.060 -1.717 -4.441
H -4.000 -2.833 -6.238
F -5.347 3.873 4.248
C -5.644 4.945 3.485
F -4.486 5.502 3.068
C -6.424 5.985 4.295
F -5.651 6.461 5.292
F -6.657 7.007 3.419
C -7.800 5.575 4.836
O -7.858 5.187 6.193
C -7.689 3.891 6.586
F -7.574 3.049 5.545
F -8.793 3.527 7.279
C -6.507 3.747 7.555
F -5.364 4.131 6.956
F -6.391 2.448 7.907
H -6.217 4.622 2.612
H -8.394 6.486 4.792
H -8.281 4.847 4.182
H -6.677 4.356 8.444
F -0.806 -7.082 0.028
C -1.863 -6.256 -0.110
F -2.592 -6.307 1.027
C -2.747 -6.696 -1.280
F -3.275 -7.910 -1.022
F -3.771 -5.793 -1.305
C -2.131 -6.670 -2.684
O -1.680 -7.903 -3.210
C -0.412 -8.357 -3.006
F 0.362 -7.460 -2.370
F 0.146 -8.577 -4.221
C -0.406 -9.709 -2.281
F -0.980 -9.591 -1.069
F 0.875 -10.106 -2.112
H -1.511 -5.232 -0.259
H -2.950 -6.386 -3.342
H -1.377 -5.887 -2.777
H -0.946 -10.452 -2.871
F 5.657 3.799 -6.053
C 5.891 3.387 -7.316
F 5.295 4.254 -8.163
C 5.301 1.993 -7.547
F 3.959 2.037 -7.430
F 5.601 1.698 -8.847
C 5.870 0.836 -6.715
O 5.115 0.436 -5.589
C 5.310 0.979 -4.355
F 6.349 1.832 -4.322
F 5.593 -0.031 -3.498
C 4.030 1.633 -3.832
F 3.653 2.646 -4.628
F 4.286 2.150 -2.591
H 6.967 3.388 -7.506
H 5.834 -0.025 -7.381
H 6.918 1.005 -6.465
H 3.219 0.910 -3.735
```

SMILES: CCC[C@H](C)c1cc(S(=O)(=O)C(F)(F)C(F)(F)C(F)(F)F)cc2c1C(=O)NC2=O.FC(F)C(F)(F)COC(F)(F)C(F)F.FC(F)C(F)(F)COC(F)(F)C(F)F.FC(F)C(F)(F)COC(F)(F)C(F)F.FC(F)C(F)(F)COC(F)(F)C(F)F



ORCA calculation (wB97M-V/def2-TZVPD) on a molecular structure, C42H35BrNOP2PbSi.

```
84
C42H35BrNOP2PbSi | OMol25 | wB97M-V/def2-TZVPD
Pb 0.593 -0.783 1.304
C -1.607 1.239 3.344
Si -2.308 1.163 1.583
C -3.526 -0.183 1.094
C -4.876 0.035 1.415
C -5.850 -0.879 1.063
C -5.507 -2.032 0.372
C -4.181 -2.269 0.057
C -3.183 -1.368 0.421
P -1.488 -1.836 -0.124
C -1.749 -1.779 -1.929
C -1.716 -0.538 -2.561
C -2.016 -0.444 -3.907
C -2.363 -1.581 -4.622
C -2.415 -2.814 -3.990
C -2.107 -2.919 -2.644
C -1.348 -3.592 0.324
C -2.079 -4.159 1.365
C -1.962 -5.515 1.619
C -1.096 -6.294 0.866
C -0.324 -5.717 -0.132
C -0.440 -4.366 -0.401
C -1.910 2.608 0.447
C -2.942 3.506 0.131
C -2.683 4.662 -0.583
C -1.394 4.941 -1.007
C -0.369 4.049 -0.733
C -0.607 2.888 -0.009
P 0.822 1.782 0.332
C 1.660 2.544 1.762
C 2.679 1.810 2.375
C 3.382 2.352 3.435
C 3.068 3.626 3.890
C 2.031 4.342 3.310
C 1.323 3.802 2.249
C 1.887 2.128 -1.110
C 3.014 2.945 -1.028
C 3.714 3.251 -2.183
C 3.301 2.751 -3.409
C 2.192 1.920 -3.486
C 1.488 1.601 -2.342
H -2.267 1.856 3.959
H -0.623 1.709 3.387
H -1.555 0.266 3.835
H -5.164 0.927 1.949
H -6.878 -0.696 1.325
H -6.262 -2.746 0.081
H -3.913 -3.171 -0.472
H -1.468 0.351 -1.990
H -1.987 0.517 -4.398
H -2.596 -1.509 -5.673
H -2.700 -3.699 -4.538
H -2.142 -3.887 -2.167
H -2.749 -3.556 1.963
H -2.562 -5.969 2.393
H -1.024 -7.352 1.057
H 0.356 -6.324 -0.712
H 0.146 -3.914 -1.189
H -3.948 3.307 0.463
H -3.483 5.349 -0.795
H -1.181 5.849 -1.548
H 0.632 4.273 -1.073
H 2.933 0.823 1.998
H 4.169 1.783 3.906
H 3.637 4.062 4.695
H 1.775 5.324 3.679
H 0.516 4.358 1.793
H 3.335 3.353 -0.078
H 4.577 3.898 -2.128
H 3.839 3.010 -4.306
H 1.869 1.529 -4.439
H 0.623 0.955 -2.395
O 6.823 -2.226 0.467
C 5.546 -1.961 0.406
C 4.975 -0.902 -0.324
C 3.619 -0.699 -0.269
N 2.778 -1.467 0.440
C 3.318 -2.510 1.093
Br 2.079 -3.616 2.020
C 4.659 -2.792 1.121
H 7.389 -1.646 -0.065
H 5.589 -0.237 -0.912
H 3.167 0.125 -0.799
H 5.051 -3.627 1.681
```

Charge: +3



ORCA calculation (wB97M-V/def2-TZVPD) on 2 unconnected molecules or ions with the total composition C3H5Cl2N3O.

```
14
C3H5Cl2N3O | OMol25 | wB97M-V/def2-TZVPD
H -2.598 -1.049 -0.401
N -1.765 -0.446 -0.465
N -1.883 0.693 0.026
O -2.868 1.166 0.594
N -0.743 1.468 -0.064
C -0.944 2.725 -0.001
Cl 0.397 3.671 -0.084
H -1.886 3.135 0.089
C 1.754 -1.015 0.353
C 2.161 -0.085 -0.502
Cl 3.585 0.684 0.188
H 2.233 -1.219 1.356
H 0.856 -1.586 0.079
H 1.979 0.428 -1.470
```

SMILES: [H]/N=[N+]([O-])/N=C/Cl.C=CCl
Energy above the lowest of the compared OMol25 structures with the same formula, charge and spin (eV): 2.303



The E_tot results, record by record, are as follows: -73137.3929; -172505.3267; -149381.0673; -34749.5034 eV.
The Kohn-Sham gap results, record by record, are as follows: 0.316; 0.345; 0.218; 0.321 hartree.
The HOMO level results, record by record, are as follows: -11.334; -10.569; -16.201; -9.338 eV.